# 1
DFT (the ωB97M-V functional and the def2-TZVPD basis) results for a structure of composition C6H11NS at a distorted geometry.

XYZ file:
```
19
Properties=species:S:1:pos:R:3:forces:R:3
C 0.47656 0.49600 -0.17984 0.34 0.74 3.13
C 1.70925 -0.22581 -0.84438 -0.64 0.06 -4.95
C 1.16517 -0.33814 1.11438 -0.69 -0.08 -1.73
C -1.04634 0.34315 -0.46648 1.52 -0.43 -2.32
C -2.19749 0.35965 0.52351 1.55 -1.53 -2.85
C -1.70228 -0.93359 -0.13803 0.61 -2.30 -0.52
H -0.42988 2.81030 -0.57536 1.09 -0.63 0.61
H 2.56689 0.53089 -0.90476 -0.92 -1.11 0.17
H 1.50860 -0.73773 -1.90293 0.56 1.69 1.63
H 2.55531 -1.71840 0.43351 1.16 -0.17 -0.34
H 0.60811 -0.84455 1.85979 -1.17 -0.27 0.67
H 1.93080 0.22773 1.63184 0.19 0.61 -0.14
H -1.31542 0.71163 -1.48814 0.54 -0.08 0.92
H -1.82494 0.60289 1.44808 -0.26 0.64 2.39
H -3.07868 0.67834 -0.01476 -0.29 0.51 1.10
H -0.96563 -1.79493 0.26263 -2.23 2.19 -0.48
H -2.37969 -1.22763 -0.97801 0.65 -0.38 1.12
N 1.73195 -1.27991 0.09639 -1.42 0.74 2.36
S 0.68770 2.34012 0.12258 -0.59 -0.21 -0.77
```
Positions in Å, forces in eV/Å.

Output
net charge	0
F_max	4.987	eV/Å
orbital gap	9.730	eV
E_HOMO	-8.857	eV
LUMO level	0.87	eV



# 2
DFT (the ωB97M-V functional and the def2-TZVPD basis) results for a cluster of 13 separate species, C26H78O13S13 in total at a distorted geometry.

XYZ file:
```
130
Properties=species:S:1:pos:R:3:forces:R:3
C 10.32612 -0.48310 23.61730 -0.02 2.29 -0.80
S 11.60072 0.82507 23.75066 -0.36 0.00 0.47
O 11.36267 1.49423 25.07854 -0.01 -0.09 -0.49
C 13.05857 -0.19424 24.03610 -0.94 0.18 1.30
H 10.55962 -1.32512 24.20663 0.05 -0.94 0.69
H 10.21453 -0.66570 22.55525 0.09 -0.49 -0.19
H 9.43744 0.09318 23.91184 0.11 -0.52 0.21
H 13.07362 -0.24865 25.13559 -0.20 -0.58 -0.28
H 13.90006 0.39771 23.82450 1.20 0.69 -0.78
H 13.04901 -1.14062 23.52898 0.01 -0.38 -0.20
C 7.07485 -0.25250 20.46903 -0.16 -2.27 0.59
S 6.54054 0.77452 21.85246 -0.24 0.15 -1.14
O 7.53369 1.90531 21.98577 -0.39 -0.31 -0.08
C 5.08373 1.49381 20.93053 1.74 0.75 0.17
H 6.89133 0.19050 19.52671 -0.02 0.70 -0.86
H 6.57128 -1.25574 20.46789 -0.43 1.02 0.23
H 8.08491 -0.65653 20.49861 0.47 0.87 0.38
H 5.47952 2.00108 20.00248 -0.38 -0.67 0.89
H 4.78231 2.25989 21.64414 -0.57 0.03 -0.27
H 4.30102 0.77752 20.71562 -0.01 -0.18 0.10
C 9.68221 3.95135 26.85117 0.68 0.01 -1.43
S 9.25981 5.25088 25.60525 0.90 1.14 1.32
O 10.58763 5.79578 25.10437 -0.97 -0.53 0.14
C 8.62584 4.24004 24.32849 1.21 -3.10 -1.45
H 10.27631 3.20040 26.29610 -0.16 0.25 0.36
H 8.75373 3.51793 27.15872 -0.57 -0.28 0.39
H 10.25887 4.35066 27.69932 -0.39 0.19 -0.52
H 7.84659 3.47679 24.49000 0.05 0.63 0.74
H 9.49389 3.59751 24.00528 -0.49 0.47 0.38
H 8.36328 4.71109 23.39942 -0.19 1.11 -0.09
C 7.84159 4.56225 17.11210 1.50 -0.67 -0.53
S 6.37221 3.71096 16.53897 0.43 1.60 -2.14
O 6.20065 2.59755 17.45102 -0.45 -2.02 1.72
C 5.09054 4.92684 16.96784 0.74 0.92 0.10
H 7.86713 4.51343 18.17640 -0.21 -0.14 1.00
H 7.81876 5.58756 16.84340 -0.08 1.05 -0.47
H 8.84111 4.13130 16.74794 -1.76 0.19 0.12
H 4.15358 4.72420 16.44077 0.31 -0.25 0.05
H 5.45304 5.95304 16.66105 -0.45 -1.06 0.56
H 4.94999 4.79694 18.05354 -0.05 0.39 -0.40
C 14.33285 1.67930 20.56877 0.75 0.15 -0.02
S 15.15468 1.26113 19.00375 0.31 -2.35 0.49
O 16.04604 2.32338 18.53018 0.38 1.46 -0.12
C 16.36596 -0.01931 19.64422 -0.13 0.87 2.57
H 13.74713 2.56752 20.28827 0.10 -0.29 0.40
H 15.06724 1.85016 21.38181 -0.44 0.15 -0.44
H 13.66716 0.84207 20.82175 0.09 0.19 -0.16
H 16.83842 0.32263 20.63869 -0.62 0.13 -1.58
H 17.17722 -0.20256 18.95667 -0.16 0.06 -0.51
H 15.88592 -0.93477 19.97910 -0.36 -0.28 -0.56
C 14.05787 6.13748 18.46243 0.31 0.74 0.37
S 14.36926 6.91511 20.08787 -1.36 -1.32 0.33
O 13.45815 6.20899 21.09433 1.07 0.79 -1.01
C 16.01516 6.19686 20.13062 -1.03 -1.50 1.69
H 13.21470 6.58692 17.94541 0.27 0.39 -0.17
H 13.81627 5.10463 18.59148 -0.05 -0.85 0.50
H 15.04649 6.20529 18.00091 -0.55 0.18 -0.68
H 16.36022 6.20278 21.15049 0.08 0.35 0.58
H 16.62201 6.84890 19.57364 0.98 0.39 -1.11
H 15.96885 5.11561 19.89421 0.19 0.67 -0.54
C 8.57458 -0.14324 15.40313 0.67 -1.42 1.02
S 7.54585 -1.24092 16.46267 -0.10 0.14 -1.84
O 8.11600 -1.05482 17.81856 0.06 0.21 0.56
C 5.94750 -0.37056 16.36212 1.23 0.40 0.37
H 8.42378 -0.21615 14.33322 -0.49 0.16 -0.06
H 9.56140 -0.60293 15.61102 -0.28 0.43 -0.17
H 8.56116 0.83763 15.84411 -0.09 0.57 -0.14
H 5.34731 -0.97566 17.01958 -0.84 -0.24 -0.29
H 5.62468 -0.18011 15.32952 -0.08 -0.66 0.35
H 6.08032 0.59345 16.84104 0.09 0.26 0.10
C 10.84325 7.50819 22.47367 0.07 1.94 -1.77
S 9.10702 7.77215 22.59436 -0.40 0.63 0.09
O 8.59714 6.88977 21.50015 -0.46 -0.09 -0.17
C 9.12209 9.47401 21.92477 -0.55 -0.17 -1.03
H 11.02651 6.56898 22.89947 0.60 -1.28 0.40
H 11.40352 8.31454 22.92529 0.16 0.01 0.59
H 11.03329 7.61536 21.37422 0.03 -0.68 0.89
H 8.07345 9.86619 21.74877 1.16 -0.77 0.17
H 9.67523 9.35803 20.93300 -0.64 0.59 1.33
H 9.58888 10.13391 22.66763 0.20 -0.18 -0.40
C 10.81313 -3.72982 18.25101 0.88 0.06 -0.51
S 12.12086 -2.83449 19.12165 1.12 -2.08 0.43
O 13.11968 -3.95279 19.46144 -0.98 1.82 -0.47
C 12.63842 -1.89635 17.67385 -1.29 -0.01 -0.51
H 10.16835 -2.97686 17.81792 -0.48 -0.08 -0.14
H 10.30300 -4.35504 18.96975 -0.13 -0.06 0.10
H 11.32537 -4.35433 17.47860 -0.47 0.48 0.59
H 12.90053 -2.57098 16.84048 -0.02 0.31 0.39
H 13.40604 -1.17709 17.89883 0.45 0.08 0.20
H 11.70113 -1.32246 17.44025 0.83 -0.37 -0.05
C 13.45568 4.73169 23.84464 -0.07 -0.34 -0.67
S 14.36838 3.33225 24.41128 1.24 -0.01 -0.12
O 15.55616 3.19155 23.47259 -1.00 -0.07 0.39
C 15.01007 4.21554 25.81994 -0.11 0.01 0.87
H 13.07147 4.45430 22.89343 -0.58 -0.28 -0.91
H 14.23355 5.41361 23.60633 0.52 1.12 -0.02
H 12.65279 5.12002 24.45231 -0.04 -0.10 0.51
H 15.71709 5.02389 25.56170 -0.35 -0.54 -0.19
H 15.43959 3.49929 26.50644 0.51 -0.13 0.03
H 14.15023 4.61816 26.34811 -0.14 0.25 0.03
C 13.00372 1.80019 15.28646 0.16 -0.70 0.59
S 11.87477 3.02524 14.61991 1.38 0.12 -0.61
O 10.65570 2.92647 15.45046 -0.54 0.29 0.52
C 12.90456 4.47694 15.19977 -2.05 -0.72 0.61
H 12.87632 1.86118 16.40968 0.67 0.22 -1.08
H 14.02473 1.98497 14.86106 -0.80 -0.16 0.77
H 12.68004 0.77494 15.01258 0.06 0.66 -0.16
H 13.84375 4.56586 14.67540 0.00 0.10 -0.39
H 13.07251 4.24833 16.26109 -0.04 0.38 -0.13
H 12.16458 5.30039 15.05943 1.03 -0.26 0.15
C 6.16349 5.07601 20.96350 -1.50 0.66 0.93
S 4.61729 5.48144 21.85797 -1.08 -1.08 0.06
O 3.58915 4.34332 21.62661 1.78 1.53 0.15
C 5.15091 5.27463 23.58496 1.17 -0.20 -0.76
H 6.31797 4.07499 21.27797 0.79 -1.05 -0.16
H 6.96282 5.78337 21.19939 -0.14 -0.13 0.03
H 5.80259 5.17115 19.95756 0.29 -0.20 -0.66
H 5.09524 4.23274 23.89783 0.20 -0.17 -0.40
H 4.37216 5.77363 24.10224 -0.38 0.78 0.86
H 6.18301 5.68682 23.74125 -1.12 -0.14 -0.03
C 10.61742 4.16071 20.44167 0.93 -0.03 -1.16
S 10.78272 3.36291 18.82874 1.08 0.42 0.25
O 12.28374 3.12452 18.73216 -0.82 -0.06 -0.36
C 10.02245 1.84229 19.30763 -0.49 -1.46 0.90
H 9.58712 4.44674 20.58041 -0.19 0.11 0.54
H 11.32493 4.99010 20.38094 -0.36 0.32 0.06
H 11.08066 3.45673 21.11589 -0.40 -0.27 0.65
H 9.00028 2.05151 19.71671 0.73 -0.07 -0.41
H 10.62001 1.37944 20.16405 -0.60 0.53 -1.20
H 9.92765 1.14325 18.44075 0.17 0.57 0.69
```
Positions in Å, forces in eV/Å.

Output
net charge	0
F_max	3.630	eV/Å
orbital gap	8.701	eV
E_HOMO	-8.412	eV
LUMO level	0.29	eV



# 3
DFT (the ωB97M-V functional and the def2-TZVPD basis) results for a structure of composition C23H33BrF3INO10PS2 at a distorted geometry.

XYZ file:
```
75
Properties=species:S:1:pos:R:3:forces:R:3
C 0.03765 -4.30387 -4.54565 0.27 -0.78 -0.28
C 0.04545 -3.24861 -3.96720 -0.28 1.22 0.88
C 0.00961 -1.90626 -3.22959 0.42 0.43 -1.16
C -0.30428 -1.93642 -1.66644 -1.35 -3.11 -1.03
C -1.82042 -1.71428 -1.28036 -1.26 0.73 -0.52
C -2.84772 -2.09892 -2.46226 -0.47 -0.01 0.80
C -3.37150 -0.82946 -3.25029 -0.32 0.11 0.83
S -4.80374 -1.38174 -4.31537 0.53 0.58 -0.33
C 0.01503 -3.43683 -1.15917 1.25 1.76 2.19
O -1.09355 -4.34618 -1.32681 1.21 -1.36 0.26
C -0.72085 -5.64039 -1.04265 -0.19 -0.74 -0.27
F 0.28188 -5.76214 -0.10412 -1.39 0.26 -1.24
F -1.80746 -6.34041 -0.57063 1.54 1.12 -0.85
F -0.26397 -6.29157 -2.18713 -0.67 0.83 1.73
O 0.68947 -1.18484 -0.97944 -0.99 0.96 0.16
C 0.66735 0.18425 -0.85123 1.89 0.00 1.33
Br -0.33326 1.30462 -2.12681 -0.18 -0.52 0.48
I 2.80455 0.71685 -1.31279 -0.06 -0.13 -0.16
C 0.48098 0.63574 0.69783 -1.18 1.37 -0.59
C 0.83599 2.19698 0.91707 1.18 0.36 0.27
C 2.13983 2.45300 1.78424 -0.33 -0.37 0.85
O 2.60067 3.81887 1.70125 0.27 -1.03 -0.29
C 1.26673 -0.28993 1.69691 0.52 -1.08 0.65
O 0.69189 -1.61959 1.83738 -0.17 0.33 0.51
C 0.90017 -2.07269 3.18189 1.12 0.11 -0.55
O 0.70741 -3.48343 3.26646 -0.32 1.67 1.14
C 0.39707 -3.72798 4.67232 0.59 -0.59 0.05
C 0.98022 -5.12801 5.17284 -0.74 0.64 0.11
O 2.09748 -5.56128 4.37039 -0.36 0.14 1.41
N -1.01759 0.56708 0.91680 1.23 -0.29 1.65
P -1.49799 0.61994 2.57996 -2.77 0.55 -1.12
S -3.30650 1.39184 2.62941 0.51 -0.09 0.08
H 0.10046 -5.29731 -5.02422 -0.17 1.35 0.58
H -0.68361 -1.21941 -3.80833 0.72 -0.86 0.81
H 1.03667 -1.43056 -3.34292 -1.13 -0.65 0.17
H -2.14607 -2.29911 -0.36436 0.91 0.57 -1.06
H -2.09436 -0.64742 -1.03345 0.78 -1.07 -0.19
H -3.75574 -2.51416 -1.91693 1.01 0.39 -0.76
H -2.47567 -2.93369 -3.11411 -0.27 0.97 0.45
H -2.58113 -0.27572 -3.82262 -0.81 -0.65 0.42
H -3.83619 -0.13735 -2.47903 0.83 -0.64 -0.92
H -5.00334 -0.28604 -5.13378 0.39 -0.63 0.77
H 1.01169 -3.81076 -1.52625 -1.28 0.20 -0.17
H 0.14983 -3.30373 -0.03565 -0.12 -0.11 -1.32
H -0.00192 2.74071 1.46016 0.85 -0.88 -0.64
H 0.97384 2.75695 -0.04470 -0.17 -0.82 0.77
H 1.85433 2.24177 2.86685 0.47 0.40 -1.15
H 3.00411 1.77468 1.54884 -1.03 0.46 -0.02
H 3.44883 3.76385 1.22111 -0.70 0.33 0.24
H 1.30399 0.11643 2.76049 -0.22 0.24 -1.46
H 2.35091 -0.45873 1.41186 -1.21 0.59 -0.04
H 1.98766 -1.84010 3.44752 -1.13 -0.27 -0.04
H 0.22028 -1.48610 3.86860 0.47 -0.69 -0.48
H 0.88797 -2.93692 5.32414 -0.71 -0.75 -0.83
H -0.72632 -3.69502 4.75142 1.10 -0.02 0.34
H 1.30822 -4.95601 6.24650 -0.48 -0.33 -1.17
H 0.13234 -5.87321 5.17043 1.04 0.50 -0.11
H 2.72934 -5.92234 5.02218 -0.33 0.17 -0.76
H -1.46669 1.39749 0.49533 0.23 -0.57 0.21
H -1.61022 -0.71545 3.05579 0.96 0.51 -0.16
H -0.67632 1.45247 3.39424 0.44 -0.82 -0.31
C 0.18071 7.19305 -2.67072 0.13 -0.27 -0.12
C 0.02578 7.94153 -1.57432 -0.51 0.66 -0.59
C 0.57025 7.50901 -0.25157 0.28 -0.38 0.46
O 0.42405 8.22854 0.71900 -0.16 0.15 -0.32
C 1.26042 6.21949 -0.18075 -0.09 0.27 0.19
C 1.41149 5.47116 -1.27680 0.42 -0.53 0.63
C 0.89119 5.91599 -2.60393 -0.32 0.35 -0.50
O 1.06662 5.21061 -3.58166 0.13 -0.18 0.32
O 2.04314 4.27566 -1.23417 -0.37 0.69 -0.78
O -0.62789 9.12106 -1.61250 0.49 -0.63 0.58
H -0.20655 7.49552 -3.63416 0.01 0.01 0.03
H 1.63496 5.90804 0.78535 0.00 -0.05 -0.03
H 2.02156 3.93643 -2.15164 0.06 -0.05 0.08
H -0.60151 9.46395 -0.69791 -0.03 0.03 -0.10
```
Positions in Å, forces in eV/Å.

Output
net charge	0
F_max	3.540	eV/Å
orbital gap	7.200	eV
E_HOMO	-8.804	eV
LUMO level	-1.60	eV



# 4
DFT (the ωB97M-V functional and the def2-TZVPD basis) results for a structure of composition C4H4LiO2 at a distorted geometry.

XYZ file:
```
11
Properties=species:S:1:pos:R:3:forces:R:3
O -1.03544 1.76433 1.12752 0.33 -0.71 -0.55
C -0.01310 0.97586 0.87612 -1.19 0.62 -1.16
H 0.76210 0.88110 1.67548 -0.63 -0.34 0.00
C 0.51199 0.69227 -0.47381 -0.50 -0.05 -0.85
C 0.81487 -0.79027 -0.50180 0.81 0.24 1.26
C -0.43218 -0.96737 0.32489 0.77 -1.59 0.71
O -1.32890 -1.79288 -0.03591 -0.88 1.64 -0.37
Li -2.12463 0.38479 -0.31933 1.43 0.07 1.01
H 0.28799 1.21023 -1.41055 -0.34 0.19 0.44
H 1.66897 -0.98865 0.17316 0.25 -0.41 -0.51
H 0.88832 -1.36941 -1.43577 -0.05 0.33 0.02
```
Positions in Å, forces in eV/Å.

Output
net charge	-1
F_max	1.903	eV/Å
orbital gap	3.817	eV
E_HOMO	-1.294	eV
LUMO level	2.52	eV